A structure of composition C5H8O3, computed with ωB97M-V/def2-TZVPD.

Geometry (Å):
C 1.74469 -0.22495 0.02284
C 1.00910 1.36183 -0.00731
C -0.37979 0.79227 0.18622
C -1.88884 -0.30426 -0.40809
C -0.72727 -1.10555 0.27210
H 2.65383 -0.35751 -0.47341
H 2.08245 -0.47486 1.08439
H 1.49006 1.90606 0.77002
H 1.22250 1.86575 -0.96202
H -0.20101 0.16462 -0.60299
H -1.71259 -0.44720 -1.52837
H -2.80138 -0.67715 0.01838
H -0.79787 -2.07494 0.76712
O -1.82092 0.97951 -0.01554
O 0.65820 -1.20266 -0.43063
O -0.53115 -0.20094 1.30729

Results
* highest occupied orbital energy: -10.09 eV
* multiplicity: 1
* Kohn-Sham gap: 11.0773 eV
* energy above the lowest of the compared OMol25 structures with the same formula, charge and spin: 172.9 kcal per mole


An isolated molecule of C5H8O3, computed with ωB97M-V/def2-TZVPD.

Geometry (Å):
C -1.33402 -0.31080 -0.25348
C -0.09575 -0.99939 -0.78959
C 1.13213 -0.58563 -0.10979
O 1.73542 0.63827 -0.25642
C 0.39821 1.44921 0.10375
C -0.74340 0.55589 0.80717
O -0.03225 -0.21970 1.71331
O 1.09944 -1.01071 1.23016
H -2.01910 -1.06740 0.27360
H -1.71390 0.43044 -1.12526
H 0.01307 -0.84313 -1.91951
H 0.13535 -2.13814 -0.57745
H 1.95341 -1.29287 -0.33915
H 0.04241 2.01970 -0.89556
H 0.82370 2.24567 0.84038
H -1.39473 1.12859 1.29785

Results
* highest occupied orbital energy: -9.40 eV
* multiplicity: 1
* Kohn-Sham gap: 10.1615 eV
* energy above the lowest of the compared OMol25 structures with the same formula, charge and spin: 146.9 kcal per mole
* structure (SMILES): C1C[C@H]2OC[C@@H]1OO2


An isolated molecule of C5H8O3, computed with ωB97M-V/def2-TZVPD.

Geometry (Å):
C 1.78976 0.55352 -0.01573
C 1.78783 -0.76951 -0.38144
O 0.41767 -1.41018 -0.64073
C -0.51628 -1.48273 0.45337
O -1.64072 -0.63821 -0.04445
C -1.51357 0.51375 -0.77146
C -0.60556 1.18082 0.20470
O 0.74619 1.39902 -0.10235
H 2.73718 0.87088 0.20252
H 2.72207 -1.49864 -0.21062
H -0.01524 -1.00388 1.44313
H -0.79721 -2.46614 0.78103
H -2.35187 1.07294 -0.58688
H -1.06613 0.41198 -1.80503
H -0.84676 0.89758 1.15480
H -0.84735 2.36879 0.31915

Results
* highest occupied orbital energy: -8.99 eV
* multiplicity: 1
* Kohn-Sham gap: 9.9134 eV
* energy above the lowest of the compared OMol25 structures with the same formula, charge and spin: 133.2 kcal per mole
* structure (SMILES): C1=C\OCOCCO/1


A structure of composition C5H8O3, computed with ωB97M-V/def2-TZVPD.

Geometry (Å):
C -0.25984 0.58370 -0.17449
C 1.11486 0.93317 -0.64867
C 1.25727 -1.04316 0.50385
C -0.05967 -0.82406 -0.16069
C -1.78177 0.09313 -0.69176
H -0.95162 0.57370 1.60854
H 1.55471 1.90925 -0.47267
H 0.97812 0.71945 -1.73872
H 1.25660 -0.56843 1.46869
H 1.73662 -1.93437 0.44913
H 0.18462 -1.23587 -1.19339
H -2.66560 0.57196 -0.44276
H -1.67407 -0.46364 -1.67457
O -0.62247 1.24936 0.98525
O 1.89410 -0.03180 -0.10798
O -1.52718 -0.97115 0.25101

Results
* highest occupied orbital energy: -9.49 eV
* multiplicity: 1
* Kohn-Sham gap: 10.3586 eV
* energy above the lowest of the compared OMol25 structures with the same formula, charge and spin: 131.0 kcal per mole